Entry 1:
Computed, not measured: C30H39Al2BeBrF11NNaO13S2 as an isolated structure at a distorted geometry, with the ωB97M-V functional and the def2-TZVPD basis.

Output
HOMO level = -8.3283 eV
M = 1060.62 g/mol
calculated total energy = -7328.935578 hartree
frontier orbital gap = 1.27 eV
net charge = +1

Geometry as XYZ:
```
101
Properties=species:S:1:pos:R:3:forces:R:3
C 3.115 0.736 -0.427 0.64 -1.03 0.41
S 2.469 2.090 -1.612 7.14 4.97 0.97
O 3.390 2.018 -2.850 -4.28 -0.77 2.72
O 2.834 3.443 -0.884 -2.71 -4.77 -1.97
C 0.630 1.932 -1.976 -1.94 -1.03 -2.40
C -0.231 1.083 -0.882 -1.47 0.58 -2.04
F 0.121 -0.370 -1.108 -0.30 4.65 0.39
F -1.681 1.178 -1.294 4.60 -0.44 1.49
C -0.025 1.384 0.681 -1.32 0.17 3.32
F 0.748 2.562 1.087 -2.43 -3.53 -1.94
F -1.395 1.538 1.301 3.84 -0.21 -1.98
C 0.556 0.998 -3.364 0.91 -0.76 0.38
C 0.812 1.807 -4.748 -1.61 -3.46 -1.86
O -0.419 1.631 -5.589 2.32 0.58 0.86
S 1.102 3.643 -4.614 1.22 3.26 -2.20
O 0.210 4.380 -5.670 2.08 -3.03 4.04
O 2.586 3.964 -5.041 -4.43 -0.32 1.08
O 0.894 4.304 -3.059 -0.69 -3.13 -2.28
C -0.089 3.370 -2.414 -2.15 0.70 1.99
C -0.721 4.209 -1.152 1.12 0.95 0.86
C -1.471 5.611 -1.560 0.21 -0.16 -0.15
C -2.854 5.433 -2.422 0.42 1.75 0.30
N -3.884 4.514 -1.804 0.71 -1.27 -1.40
C -4.468 3.539 -2.829 0.10 -1.61 -0.04
C -4.676 2.042 -2.131 -0.32 -3.28 0.79
C -4.282 0.716 -3.071 -1.15 -0.71 2.90
C -4.404 -0.838 -2.552 -1.19 4.62 2.83
C -4.915 -1.091 -1.002 0.28 3.94 -1.84
C -5.319 0.219 -0.083 1.14 -0.02 -2.70
C -5.233 1.787 -0.607 1.48 -2.36 -2.21
O -5.637 2.910 0.267 1.90 -2.38 -1.54
H 2.983 1.044 0.698 -0.16 -0.45 -2.36
H 4.289 0.689 -0.615 -2.65 0.44 -0.03
H 2.688 -0.322 -0.696 0.72 2.10 0.53
H 0.436 0.430 1.211 -0.79 2.24 -1.02
H -0.471 0.427 -3.466 1.97 1.45 0.22
H 1.410 0.179 -3.261 -1.78 1.69 -0.71
H 1.691 1.323 -5.393 -1.16 1.11 1.76
H -0.176 1.592 -6.560 -0.05 0.09 1.58
H -1.004 3.189 -3.160 2.13 -0.08 1.40
H -1.423 3.581 -0.454 1.37 0.82 -1.66
H 0.209 4.522 -0.471 -1.94 -0.76 -1.50
H -0.711 6.237 -2.213 -1.66 -1.14 1.41
H -1.674 6.199 -0.552 0.42 -1.28 -2.14
H -3.358 6.514 -2.463 1.24 -2.27 -0.09
H -2.551 5.174 -3.522 -0.73 0.10 1.91
H -3.496 3.928 -1.034 -0.04 0.78 -1.12
H -3.725 3.347 -3.743 -1.44 0.41 1.90
H -5.473 3.903 -3.307 1.82 -0.58 1.19
H -3.913 0.904 -4.188 -0.88 -0.35 2.73
H -4.121 -1.688 -3.314 -2.04 1.73 1.25
H -4.970 -2.201 -0.619 -0.02 2.60 -0.62
H -5.683 0.012 1.023 0.78 0.57 -2.62
H -4.839 3.416 0.612 -1.26 -1.08 -0.86
Be -2.583 -2.078 -3.038 1.68 -0.29 0.65
C 4.883 -0.736 -5.174 1.40 -1.05 0.30
C 3.701 0.093 -5.707 0.65 0.85 -0.01
O 2.614 -0.648 -5.564 -0.97 0.74 0.08
H 5.015 -1.669 -5.735 -0.20 0.21 0.17
H 5.812 -0.162 -5.271 -0.19 0.20 -0.10
H 4.762 -0.986 -4.113 -0.25 0.12 -0.26
H 3.997 0.398 -6.723 -0.18 -0.68 -0.60
H 3.755 1.052 -5.169 -0.46 0.14 0.60
F -2.606 -4.701 1.962 -0.12 -0.15 -0.17
C -2.148 -3.639 2.638 0.43 0.65 0.51
C -2.610 -2.368 2.312 0.01 -0.14 -0.43
C -2.137 -1.263 3.020 0.39 -0.14 0.27
C -1.198 -1.440 4.039 -0.23 0.20 -0.08
C -0.737 -2.719 4.355 -0.38 -0.09 -0.14
C -1.218 -3.825 3.655 -0.08 0.00 -0.02
H -3.333 -2.250 1.512 -0.08 -0.05 0.07
H -2.498 -0.267 2.778 0.00 -0.18 0.02
H -0.826 -0.578 4.588 0.03 -0.26 -0.13
H -0.003 -2.854 5.147 -0.16 0.08 -0.35
H -0.877 -4.827 3.894 -0.01 0.08 -0.08
C 3.938 -3.393 6.603 0.59 0.19 1.08
C 2.702 -3.379 5.720 1.35 -2.17 -2.61
O 1.769 -2.624 6.112 -0.74 1.24 -0.03
O 2.767 -4.126 4.705 -0.75 1.69 1.68
H 3.820 -2.728 7.464 0.02 -0.13 -0.21
H 4.118 -4.407 6.972 -0.03 0.20 -0.27
H 4.808 -3.065 6.028 -0.28 -0.10 -0.11
Na -0.483 -2.032 -0.364 -0.90 -2.03 0.53
C 0.407 -2.941 9.456 -0.10 1.33 -0.11
C -0.049 -4.297 9.876 2.84 -0.24 0.27
O 0.928 -5.156 9.332 -0.96 0.49 0.71
C 2.070 -4.414 9.293 4.66 -0.77 -0.78
O 3.186 -4.884 9.145 -3.57 1.27 0.58
O 1.814 -3.079 9.449 -0.21 -1.02 0.13
F -1.241 -4.599 9.315 -2.01 -0.70 -0.88
H 0.064 -2.671 8.452 -0.06 -0.20 -0.03
H 0.094 -2.162 10.156 0.25 0.00 -0.02
H -0.100 -4.438 10.961 -0.24 -0.17 0.00
F 3.194 -5.202 -5.838 1.67 0.61 -1.10
Al 4.617 -4.777 -6.857 -0.03 -0.45 -0.36
F 5.683 -3.639 -5.954 -1.23 -1.19 -0.96
F 4.055 -3.994 -8.378 0.68 -0.84 1.94
F 5.538 -6.273 -7.256 -1.17 1.94 0.56
Al -2.883 -4.082 10.531 -0.58 -0.03 0.13
F 1.617 -1.094 4.668 0.05 -0.74 0.49
Br 1.917 5.779 -6.102 1.49 1.51 -0.86
```
Forces are in eV/Å.

Mulliken atomic charge list, values in e, 6 entries: number 1, C, carries -0.924; number 2, S, carries 1.526; number 3, O, carries -0.575; number 4, O, carries -0.692; number 5, C, carries 0.761; number 6, C, carries 0.667



Entry 2:
Computed, not measured: C40H38CoOP2Si as an isolated structure, with the ωB97M-V functional and the def2-TZVPD basis.

Output
spin multiplicity = 2
HOMO level (spin up / spin down) = -7.5143 / -6.7209 eV
M = 683.71 g/mol
calculated total energy = -3977.277390 hartree
⟨S²⟩ = 1.08
frontier orbital gap (spin up / spin down) = 7.38 / 7.43 eV
net charge = 0

Geometry as XYZ:
```
83
Properties=species:S:1:pos:R:3:forces:R:3
Co 0.206 1.889 -0.179 0.02 0.08 0.06
C -0.611 -1.792 0.792 0.00 -0.14 -0.42
Si -0.245 0.023 1.042 0.11 0.62 0.14
C 1.408 0.062 1.974 -0.07 -0.17 0.21
C 1.618 -0.323 3.301 0.03 0.08 -0.06
C 2.896 -0.344 3.844 -0.01 0.02 -0.02
C 3.993 -0.005 3.060 -0.03 -0.01 -0.04
C 3.807 0.370 1.737 -0.05 0.05 0.03
C 2.523 0.412 1.198 0.17 -0.10 -0.04
P 2.179 0.924 -0.533 -0.08 -0.32 0.13
C 3.585 2.005 -0.950 -0.06 0.12 -0.10
C 3.586 3.282 -0.379 -0.01 -0.01 0.00
C 4.607 4.173 -0.674 -0.01 -0.03 0.00
C 5.619 3.808 -1.555 -0.01 0.00 0.02
C 5.612 2.549 -2.136 -0.03 -0.03 0.00
C 4.597 1.647 -1.835 0.07 -0.01 0.08
C 2.472 -0.580 -1.529 -0.07 0.01 -0.06
C 1.985 -0.578 -2.838 0.01 -0.02 0.03
C 2.158 -1.682 -3.660 0.00 0.01 0.03
C 2.808 -2.811 -3.174 0.00 0.02 0.02
C 3.280 -2.828 -1.869 -0.01 0.02 0.02
C 3.115 -1.717 -1.048 0.02 -0.01 -0.02
C -1.775 0.769 1.879 0.02 -0.03 0.22
C -2.192 0.551 3.194 0.00 0.08 -0.06
C -3.290 1.227 3.717 0.05 -0.02 -0.02
C -3.996 2.122 2.926 0.01 0.00 -0.05
C -3.624 2.323 1.601 -0.02 -0.06 0.04
C -2.527 1.647 1.080 -0.14 -0.03 -0.07
P -1.965 1.766 -0.668 -0.05 -0.36 0.15
C -2.844 3.205 -1.345 0.22 0.16 -0.08
C -3.772 3.139 -2.377 -0.10 0.06 0.02
C -4.299 4.309 -2.917 0.00 -0.08 0.02
C -3.895 5.544 -2.435 -0.01 0.00 -0.01
C -2.958 5.617 -1.410 0.01 -0.05 0.01
C -2.426 4.455 -0.873 -0.06 -0.02 0.03
C -2.762 0.304 -1.420 -0.03 0.07 -0.01
C -1.986 -0.535 -2.214 0.01 0.02 -0.07
C -2.533 -1.688 -2.766 0.00 0.03 0.00
C -3.860 -2.007 -2.522 -0.01 0.03 0.04
C -4.642 -1.176 -1.725 0.04 -0.02 -0.02
C -4.095 -0.027 -1.175 0.01 -0.03 0.00
H -0.850 -2.225 1.770 0.04 0.02 -0.05
H 0.256 -2.320 0.381 -0.09 0.00 0.03
H -1.466 -1.949 0.127 0.07 -0.03 0.11
H 0.773 -0.597 3.926 0.05 0.00 -0.04
H 3.040 -0.624 4.882 -0.01 0.00 -0.04
H 4.991 -0.032 3.480 -0.02 0.02 0.00
H 4.659 0.653 1.128 0.00 -0.01 0.01
H 2.772 3.568 0.284 0.05 -0.01 -0.05
H 4.608 5.158 -0.224 -0.01 -0.03 -0.01
H 6.410 4.509 -1.793 -0.02 -0.02 0.01
H 6.395 2.264 -2.828 -0.01 0.00 0.02
H 4.602 0.661 -2.284 0.00 0.03 -0.02
H 1.463 0.300 -3.207 0.01 -0.02 -0.01
H 1.779 -1.667 -4.675 0.02 0.01 0.03
H 2.942 -3.676 -3.810 -0.01 0.02 0.02
H 3.779 -3.710 -1.484 -0.02 0.03 -0.01
H 3.482 -1.741 -0.029 -0.01 0.01 -0.03
H -1.645 -0.138 3.830 -0.02 0.04 -0.02
H -3.588 1.061 4.746 0.01 0.01 -0.03
H -4.840 2.662 3.338 0.02 -0.02 -0.02
H -4.181 3.014 0.978 -0.02 0.00 0.01
H -4.091 2.179 -2.762 0.02 0.01 -0.02
H -5.025 4.248 -3.718 0.02 0.01 0.01
H -4.302 6.451 -2.864 0.01 -0.03 0.02
H -2.633 6.582 -1.040 0.00 -0.03 0.01
H -1.675 4.503 -0.089 0.00 0.02 -0.04
H -0.941 -0.288 -2.378 -0.02 -0.01 0.02
H -1.920 -2.339 -3.377 0.00 0.02 0.02
H -4.285 -2.910 -2.943 0.00 0.02 0.01
H -5.675 -1.431 -1.526 0.02 0.01 0.00
H -4.702 0.610 -0.541 0.02 -0.01 -0.01
C -0.495 4.661 2.724 -0.05 0.02 -0.01
C 0.428 3.486 2.423 -0.02 -0.02 -0.14
C 1.828 3.731 2.971 0.06 0.02 0.00
O 0.467 3.255 1.044 0.01 0.04 0.05
H -0.451 4.944 3.780 -0.03 -0.01 -0.04
H -1.530 4.408 2.476 0.07 0.02 -0.01
H -0.189 5.519 2.117 -0.01 0.00 0.05
H 0.023 2.607 2.946 -0.02 -0.11 0.00
H 2.236 4.664 2.566 0.00 -0.05 0.01
H 2.494 2.909 2.696 -0.04 0.03 0.02
H 1.807 3.806 4.062 0.03 0.03 -0.04
```
Forces are in eV/Å.

Mulliken atomic charge list, values in e, 6 entries: number 1, Co, carries 0.070; number 2, C, carries -1.367; number 3, Si, carries 1.896; number 4, C, carries 0.807; number 5, C, carries -0.663; number 6, C, carries -0.756



Entry 3:
Computed, not measured: one molecule with the formula H5N2PS at a distorted geometry, with the ωB97M-V functional and the def2-TZVPD basis.

Output
HOMO level = -7.5861 eV
M = 96.09 g/mol
calculated total energy = -852.054978 hartree
SMILES string = NP(N)S
frontier orbital gap = 8.59 eV
net charge = 0

Geometry as XYZ:
```
9
Properties=species:S:1:pos:R:3:forces:R:3
N -0.556 -1.309 0.000 -3.25 -0.63 1.29
N -0.628 1.163 0.011 -2.33 1.86 1.90
P 0.290 -0.032 -0.588 1.37 0.87 -2.67
S 2.161 -0.381 0.458 -0.04 0.53 0.68
H -1.603 -1.399 -0.109 1.74 0.69 0.06
H -0.184 -2.106 -0.410 0.81 -2.09 -0.58
H -0.454 2.153 -0.254 -0.40 -1.44 0.36
H -1.433 0.983 0.689 1.86 0.63 -1.02
H 2.407 0.927 0.202 0.26 -0.43 -0.01
```
Forces are in eV/Å.

Mulliken atomic charge list, values in e, 6 entries: number 1, N, carries -0.536; number 2, N, carries -0.402; number 3, P, carries 0.151; number 4, S, carries -0.335; number 5, H, carries 0.272; number 6, H, carries 0.235



Entry 4:
Computed, not measured: one molecule with the formula C3H5N3 at a distorted geometry, with the ωB97M-V functional and the def2-TZVPD basis.

Output
HOMO level (spin up / spin down) = -8.2651 / -8.2651 eV
M = 83.09 g/mol
calculated total energy = -281.390862 hartree
frontier orbital gap (spin up / spin down) = 7.61 / 7.62 eV
net charge = 0

Geometry as XYZ:
```
11
Properties=species:S:1:pos:R:3:forces:R:3
C 0.524 0.338 1.645 0.45 -0.34 -0.13
C -0.243 0.037 0.349 -0.02 0.46 0.67
C 0.313 -0.391 -0.871 0.29 0.05 0.19
N -0.608 -0.310 -1.894 -0.14 0.17 0.94
N -1.785 0.065 -1.725 0.61 0.02 1.76
N -1.440 0.373 0.549 -1.26 -0.28 -3.47
H 1.004 1.313 1.518 0.14 -0.32 0.06
H 1.232 -0.477 1.728 0.54 0.09 0.31
H -0.068 0.363 2.572 -0.14 -0.07 -0.70
H 1.316 -0.737 -1.035 0.05 0.04 -0.17
H -0.244 -0.573 -2.836 -0.53 0.20 0.54
```
Forces are in eV/Å.

Mulliken atomic charge list, values in e, 6 entries: number 1, C, carries -0.953; number 2, C, carries 0.897; number 3, C, carries -0.679; number 4, N, carries 0.355; number 5, N, carries -0.661; number 6, N, carries -0.485



Entry 5:
Computed, not measured: C4H11O4V as an isolated structure at a distorted geometry, with the ωB97M-V functional and the def2-TZVPD basis.

Output
spin multiplicity = 4
HOMO level (spin up / spin down) = -11.8822 / -13.4131 eV
M = 174.07 g/mol
calculated total energy = -1403.523190 hartree
⟨S²⟩ = 3.76
frontier orbital gap (spin up / spin down) = 7.87 / 9.49 eV
net charge = +1

Geometry as XYZ:
```
20
Properties=species:S:1:pos:R:3:forces:R:3
O -1.243 1.977 -0.067 -0.38 -0.21 -0.78
C -1.895 1.029 0.732 0.46 0.11 1.11
C -2.017 -0.353 0.104 -1.02 -0.16 0.29
O -0.780 -0.583 -0.580 0.12 -0.56 0.56
C -0.273 -1.905 -0.655 -0.25 -0.65 0.51
V -0.249 1.084 -1.416 -0.62 1.04 -1.33
H -2.899 1.351 1.056 0.37 0.02 -0.04
H -1.229 0.900 1.607 -0.66 -0.11 0.18
H -2.847 -0.458 -0.610 0.22 0.16 0.02
H -2.164 -1.116 0.881 0.14 0.19 -0.17
H 0.804 -1.796 -0.819 -0.38 -0.40 -0.69
H -0.363 -2.418 0.313 -0.17 0.30 -0.07
H -0.903 -2.451 -1.371 0.87 -0.10 -0.12
O 1.357 1.745 -0.595 -1.70 3.61 1.95
H 1.024 2.308 0.369 1.94 -2.90 -2.67
C 2.757 0.107 0.274 0.15 -0.19 0.72
O 2.248 0.690 -0.912 0.81 -0.11 0.86
H 1.965 -0.410 0.834 0.15 -0.04 -0.22
H 3.534 -0.588 -0.072 -0.23 0.23 0.19
H 3.173 0.887 0.926 0.18 -0.23 -0.30
```
Forces are in eV/Å.

Mulliken atomic charge list, values in e, 6 entries: number 1, O, carries -0.844; number 2, C, carries -0.253; number 3, C, carries -0.449; number 4, O, carries -0.098; number 5, C, carries -0.740; number 6, V, carries 1.104